Entry 1:
CBr3IS | ωB97M-V/def2-TZVPD

Each line ends with the natural charge from an NBO analysis.
Atoms and positions in Å:
C: -1.57917 -0.01665 0.06281  -0.50
S: -0.90965 -1.49788 0.08873  0.15
Br: -2.10394 0.81829 -1.55379  0.15
Br: -1.48650 1.05436 1.53236  0.20
Br: 3.23803 -1.35358 0.05011  -0.14
I: 2.84123 0.99548 -0.18022  0.15

Results
HOMO level in eV: -9.30
Electronic energy in eV: -230099.3583
Gap between HOMO and LUMO in eV: 8.026
Maximum force in eV Å⁻¹: 2.59
ΔE to the lowest compared entry with this formula, charge and spin in eV: 0.1852


Entry 2:
C15H26BaNO2P | ωB97M-V/def2-TZVPD

Each line ends with the Mulliken charge.
Atoms and positions in Å:
C: 0.62741 3.94949 -3.37595  -0.60
C: -0.71526 3.50535 -3.29555  -0.70
C: -0.97558 2.20313 -2.80320  -0.05
C: 0.09204 1.53187 -2.23711  1.57
C: 1.41231 1.92750 -2.25435  -0.09
C: 1.68498 3.15585 -2.88884  -0.52
C: -2.28995 1.40301 -2.84982  -1.64
C: -1.98322 0.06790 -2.05892  -1.16
N: -1.79477 -1.30130 -2.42555  0.23
Ba: -0.94242 -1.06342 -0.02280  1.34
C: 2.53260 1.11439 -1.65334  -1.17
P: 1.90813 -0.33442 -0.77970  0.31
H: -1.52381 4.15602 -3.66230  0.40
H: 2.72623 3.49320 -3.03990  0.36
H: 0.85430 4.93646 -3.85377  0.30
H: 3.09830 1.69100 -0.91114  0.45
H: 3.23526 0.73319 -2.39493  0.41
H: -3.06980 1.91523 -2.26304  0.35
H: -2.73947 1.23559 -3.85564  0.37
H: -0.68529 0.25568 -2.06246  -0.10
C: 3.25160 -1.08884 0.20415  -1.21
C: 1.66393 -1.57996 -2.11671  -0.70
H: -2.58082 0.14085 -1.17255  0.48
C: -1.84303 -1.39936 -3.97165  -0.89
C: -2.70107 -2.34268 -1.80062  -1.11
H: -0.29245 -3.15635 1.40761  0.32
H: -2.47689 -2.26371 -4.31065  0.34
H: -2.27000 -0.53352 -4.51273  0.25
H: -0.84112 -1.49896 -4.44657  0.28
H: -3.28652 -2.86050 -2.59176  0.35
H: -2.13353 -3.13282 -1.26207  0.36
H: -3.42010 -1.88071 -1.06517  0.40
H: 2.64149 -1.73606 -2.60383  0.47
H: 1.30254 -2.54038 -1.69697  0.24
H: 0.93275 -1.24546 -2.87164  0.07
H: 4.11797 -1.29026 -0.45871  0.40
H: 3.52191 -0.38237 1.01201  0.36
H: 2.88756 -2.03130 0.66720  0.28
H: -0.44075 -3.30170 0.49636  -0.23
C: -0.05491 0.40333 2.95357  -1.09
O: -1.89410 4.42923 2.03512  -0.42
C: -1.96983 3.45938 1.38935  0.76
O: -2.05784 2.48413 0.73817  -0.34
H: -0.31597 1.35462 3.36928  0.17
H: 0.98462 0.35984 2.76101  0.18
H: -0.37371 -0.37104 3.61758  0.21

Results
HOMO level in eV: -5.28
Electronic energy in eV: -31535.6510
Gap between HOMO and LUMO in eV: 4.815
Maximum force in eV Å⁻¹: 5.23
ΔE to the lowest compared entry with this formula, charge and spin in eV: 5.9583


Entry 3:
C57H49AsFN4O3P2STi | ωB97M-V/def2-TZVPD

Each line ends with the Mulliken spin population.
Atoms and positions in Å:
Ti: -2.62084 18.52295 12.27315  0.99
O: -2.10565 20.94629 15.71264  0.00
C: -2.08288 20.40252 14.62031  -0.01
N: -2.50178 19.16597 14.28049  -0.01
C: -2.72565 18.17233 15.24166  0.01
C: -2.86537 18.44348 16.60498  0.00
C: -3.12977 17.40052 17.47579  0.00
C: -3.18067 16.11031 17.06024  0.00
C: -2.95548 15.81599 15.69779  0.00
C: -2.72048 16.83963 14.77021  -0.01
N: -2.40827 16.71811 13.36757  -0.04
C: -1.67860 15.70934 12.76150  -0.01
O: -1.52643 14.54737 13.19911  0.01
C: -0.96554 16.16380 11.53352  0.02
C: -0.42789 15.32912 10.56195  0.00
C: 0.29954 15.90936 9.49937  0.00
C: 0.65051 17.27654 9.53074  0.00
C: 0.08622 18.00810 10.58186  -0.03
N: -0.63198 17.48492 11.52688  0.04
C: -1.69726 21.14134 13.37879  0.03
C: -1.07495 22.38381 13.43858  -0.01
C: -0.72006 23.06390 12.27197  0.01
C: -1.25013 22.59144 11.10253  -0.01
C: -1.88112 21.30099 11.13273  0.04
N: -2.06058 20.61062 12.21082  -0.03
H: -2.72510 19.38997 17.02883  0.00
H: -3.35169 17.66875 18.50448  0.00
H: -3.23134 15.31774 17.83904  0.00
H: -2.83196 14.80755 15.30773  0.00
H: -0.57348 14.27599 10.66761  0.00
H: 0.79880 15.24547 8.73206  0.00
H: 1.38383 17.65700 8.85415  0.00
H: 0.29928 19.11634 10.71500  0.00
H: -0.75426 22.73167 14.37970  0.00
H: -0.13502 23.92867 12.34075  0.00
H: -1.07531 23.08394 10.14186  0.00
H: -2.09739 20.92576 10.13152  0.00
O: 2.82768 20.52896 9.05535  0.00
C: 3.32228 19.28323 9.41002  0.00
C: 3.77079 18.42352 8.39879  0.00
C: 4.26188 17.20499 8.78203  0.00
C: 4.37479 16.84587 10.12052  0.00
C: 3.91376 17.73499 11.07799  0.00
C: 3.35962 18.98458 10.77724  0.00
P: 3.07347 20.30461 11.99631  0.00
C: 3.32780 19.47293 13.63864  0.00
C: 4.49430 19.48375 14.38227  0.00
C: 4.50591 18.88775 15.61947  0.00
C: 3.37834 18.24255 16.07706  0.00
C: 2.12715 18.37462 15.45026  0.00
C: 2.18396 18.94600 14.16559  0.00
C: 4.71624 21.13519 11.67809  0.00
C: 5.68774 20.44561 10.95352  0.00
C: 6.84020 21.10750 10.61980  0.00
C: 7.07954 22.43230 10.98883  0.00
C: 6.07453 23.08932 11.73957  0.00
C: 4.92265 22.41831 12.18587  0.00
C: 3.32575 21.13231 7.95108  0.00
C: 4.68046 21.08209 7.60125  0.00
C: 5.05729 21.66079 6.41081  0.00
C: 4.10960 22.11682 5.48426  0.00
C: 2.78869 22.21998 5.87755  0.00
C: 2.38929 21.69159 7.08722  0.00
P: 0.58593 21.62448 7.58317  0.00
C: 0.11508 19.99648 6.93744  0.00
C: -1.15573 19.47704 7.24611  0.00
C: -1.47901 18.24302 6.74307  0.00
C: -0.48279 17.43479 6.16537  0.00
C: 0.75695 17.99815 5.88857  0.00
C: 1.05043 19.25632 6.26726  0.00
C: -0.25040 22.69648 6.29006  0.00
C: -0.15240 24.07971 6.40491  0.00
C: -0.93923 24.95100 5.61803  0.00
C: -1.76409 24.42464 4.67483  0.00
C: -1.84576 23.04512 4.51134  0.00
C: -1.04777 22.18601 5.25902  0.00
H: 3.86829 18.63764 7.40743  0.00
H: 4.54442 16.39705 8.06228  0.00
H: 4.76015 15.83758 10.38678  0.00
H: 4.02258 17.43221 12.14509  0.00
H: 5.38160 19.86399 13.94009  0.00
H: 5.40371 18.87170 16.24676  0.00
H: 3.50221 17.61455 16.99387  0.00
H: 1.24195 17.94811 15.86386  0.00
H: 1.19861 19.02514 13.53068  0.00
H: 5.45864 19.45227 10.64452  0.00
H: 7.64551 20.65923 10.06351  0.00
H: 8.02367 22.91458 10.65719  0.00
H: 6.33975 24.06086 12.13595  0.00
H: 4.21666 22.92532 12.85793  0.00
H: 5.38778 20.67245 8.34297  0.00
H: 6.10106 21.62730 6.05714  0.00
H: 4.47093 22.49620 4.49453  0.00
H: 2.05097 22.51498 5.14969  0.00
H: -1.83339 20.02519 7.74121  0.00
H: -2.44161 17.83060 6.93993  0.00
H: -0.66812 16.41769 5.87338  0.00
H: 1.45097 17.32591 5.34997  0.00
H: 1.99432 19.65579 5.98063  0.00
H: 0.47822 24.42544 7.18873  0.00
H: -0.82833 26.02181 5.82096  0.00
H: -2.32098 24.99422 3.95778  0.00
H: -2.55798 22.61607 3.80314  0.00
H: -1.16994 21.17585 5.18149  0.00
F: -3.12277 17.82099 10.58470  0.00
C: -5.72768 16.13099 12.04000  0.00
As: -6.26553 17.81616 12.76745  0.01
C: -6.55837 17.79832 14.61111  0.00
C: -8.12612 17.86544 12.10374  0.00
S: -5.10428 19.47885 12.18283  -0.02
H: -5.94438 15.44601 12.84761  0.00
H: -4.66585 16.16838 11.84120  0.01
H: -6.31986 15.89155 11.12945  0.00
H: -6.94421 18.79973 14.78073  0.00
H: -5.69507 17.62201 15.21398  0.00
H: -7.32862 17.09290 14.90115  0.00
H: -8.54732 16.97031 12.50891  0.00
H: -8.09691 17.85686 11.02923  0.00
H: -8.59999 18.74185 12.48387  0.00

Results
HOMO level (alpha / beta) in eV: -7.17 / -7.19
Electronic energy in eV: -188094.3942
Gap between HOMO and LUMO (alpha / beta) in eV: 7.452 / 7.379
2S+1: 2
Maximum force in eV Å⁻¹: 4.16
ΔE to the lowest compared entry with this formula, charge and spin in eV: 0.5264
<S²>: 0.753